[1]
{"formula": "C3H2N2OS2", "method": "ωB97M-V/def2-TZVPD", "symbols": ["C", "C", "C", "H", "H", "N", "N", "O", "S", "S"], "positions_angstrom": [[0.08, 0.61, -0.75], [0.78, -0.54, -0.37], [0.13, -0.16, 1.85], [-1.11, -0.25, -2.92], [1.06, -1.11, -1.16], [0.78, -0.99, 0.90], [-0.67, 1.24, 0.05], [-0.56, 0.79, 1.36], [-0.38, 1.20, -2.28], [-0.10, -0.81, 3.32]], "homo_ev": -8.917, "spin_multiplicity": 1, "fmax_ev_per_a": 5.30, "de_lowest_kj_mol": 451.4}


[2]
{"formula": "C3H2N2S", "method": "ωB97M-V/def2-TZVPD", "symbols": ["C", "C", "C", "N", "N", "S", "H", "H"], "positions_angstrom": [[-0.46, -0.40, 0.76], [0.69, -0.10, -0.04], [0.80, -2.06, 0.79], [-0.48, -1.63, 1.25], [1.52, -1.07, 0.08], [1.88, -3.45, 0.44], [-1.24, 0.30, 0.91], [0.82, 0.80, -0.61]], "homo_ev": [-9.321, -9.043], "spin_multiplicity": 1, "fmax_ev_per_a": 4.24, "smiles": "S=C1N=CC=N1", "de_lowest_kj_mol": 180.6}


[3]
{"formula": "C3H2N2S", "method": "ωB97M-V/def2-TZVPD", "symbols": ["C", "C", "C", "N", "N", "S", "H", "H"], "positions_angstrom": [[-1.13, 0.64, 0.08], [-1.75, -0.45, 0.42], [0.94, -0.26, -0.50], [0.05, 0.53, -0.69], [2.04, -0.81, -0.24], [3.16, 0.23, 0.40], [-1.29, 1.57, 0.40], [-2.02, -1.43, 0.13]], "homo_ev": [-7.653, -7.652], "spin_multiplicity": 1, "fmax_ev_per_a": 3.95, "de_lowest_kj_mol": 604.0}


[4]
{"formula": "C3H2N2S2", "method": "ωB97M-V/def2-TZVPD", "symbols": ["C", "C", "C", "N", "N", "S", "S", "H", "H"], "positions_angstrom": [[1.18, -0.77, 0.06], [2.87, 0.79, 0.09], [0.04, -0.23, -0.26], [3.58, -0.22, 0.04], [3.55, -1.51, 0.11], [2.66, 2.36, -0.05], [2.07, -2.12, -0.11], [-0.50, 0.54, 0.25], [-0.37, -0.78, -1.10]], "homo_ev": [-8.252, -8.296], "spin_multiplicity": 1, "fmax_ev_per_a": 1.80, "de_lowest_kj_mol": 458.2}


[5]
{"formula": "C3H2N3O2", "method": "ωB97M-V/def2-TZVPD", "symbols": ["C", "C", "C", "N", "N", "N", "O", "O", "H", "H"], "positions_angstrom": [[-0.49, 0.19, -0.03], [0.70, 0.88, 0.09], [-3.45, -0.09, 0.06], [-1.48, 1.10, -0.07], [0.40, 2.19, 0.12], [-0.90, 2.30, 0.01], [-3.34, -0.49, 1.15], [-3.86, 0.08, -1.01], [-0.68, -0.87, -0.12], [1.72, 0.53, 0.17]], "homo_ev": -4.315, "spin_multiplicity": 1, "fmax_ev_per_a": 1.25, "de_lowest_kj_mol": 68.7, "total_charge": -1}


[6]
{"formula": "C3H2N3O3", "method": "ωB97M-V/def2-TZVPD", "symbols": ["C", "C", "C", "N", "N", "N", "O", "O", "O", "H", "H"], "positions_angstrom": [[0.43, -0.73, -1.02], [-0.81, 0.02, -0.55], [1.40, -0.60, 0.13], [-1.95, 0.16, -1.13], [-0.33, 0.76, 0.60], [0.77, 0.13, 1.10], [0.71, -1.25, -2.08], [2.57, -0.96, 0.22], [-2.87, 0.82, -0.49], [-0.97, 1.26, 1.18], [1.06, 0.39, 2.04]], "homo_ev": [-1.862, -3.890], "spin_multiplicity": 3, "fmax_ev_per_a": 4.36, "total_charge": -1}


[7]
{"formula": "C3H2N4O", "method": "ωB97M-V/def2-TZVPD", "symbols": ["C", "C", "C", "N", "N", "N", "N", "O", "H", "H"], "positions_angstrom": [[0.68, -0.65, 0.31], [-1.79, -0.04, -0.52], [-0.60, -0.10, 0.63], [1.82, -1.15, -0.09], [2.53, -0.04, -0.40], [1.95, 1.05, -0.19], [0.77, 0.72, 0.24], [-2.98, -0.26, -0.33], [-1.38, 0.50, -1.34], [-1.00, -0.01, 1.69]], "homo_ev": -10.813, "spin_multiplicity": 1, "fmax_ev_per_a": 6.14, "smiles": "O=C[C@H]1c2nnnn21", "de_lowest_kj_mol": 455.3}


[8]
{"formula": "C3H2N4O", "method": "ωB97M-V/def2-TZVPD", "symbols": ["C", "C", "C", "H", "H", "N", "N", "N", "N", "O"], "positions_angstrom": [[1.17, 0.26, 0.02], [0.62, -0.86, -0.69], [-1.21, -0.30, 0.58], [1.00, -1.44, -1.50], [-1.82, -0.87, 1.47], [-0.65, -1.11, -0.40], [-1.27, 0.96, 0.56], [-0.54, 1.63, -0.44], [0.71, 1.55, -0.58], [1.98, 0.17, 0.97]], "homo_ev": -10.134, "spin_multiplicity": 1, "fmax_ev_per_a": 6.38, "smiles": "O=c1cncnnn1", "de_lowest_kj_mol": 257.5}